Entry 1:
10
Properties=species:S:1:pos:R:3:forces:R:3:nbo_charge:R:1 method="wB97M-V/def2-TZVPD" total_charge=0 energy_ha=-355.51569 relative_energy_ev=3.380 e_homo_ev=-9.9 mol_weight_g_mol=97.08
O -0.845 0.087 -1.485 0.503 -0.612 -0.326 -0.501
C 0.134 1.387 0.499 0.966 0.418 -0.068 0.412
N -0.573 0.583 1.300 -0.086 0.125 -0.024 -0.504
N -0.233 -0.783 1.245 0.235 -0.238 -0.442 -0.173
C 0.315 -1.139 0.149 -0.369 -0.058 0.155 -0.033
C 0.226 -0.375 -1.164 -0.613 -0.190 -0.264 0.367
N 0.997 1.795 -0.169 -0.808 0.384 0.759 -0.363
H -1.542 0.755 1.534 0.290 0.133 0.023 0.426
H 0.697 -2.156 0.103 -0.049 0.041 0.054 0.215
H 1.099 -0.378 -1.838 -0.069 -0.002 0.133 0.155

=====

Entry 2:
85
Properties=species:S:1:pos:R:3:forces:R:3:mulliken_charge:R:1 method="wB97M-V/def2-TZVPD" total_charge=-1 energy_ha=-3935.64989 relative_energy_ev=0.847 e_homo_ev=-2.6 mol_weight_g_mol=894.26
Ag -0.501 1.638 -0.777 -0.199 1.433 -0.407 0.056
S -3.413 0.898 4.375 -0.166 0.016 -0.199 0.005
C -3.985 0.915 5.976 -0.062 -0.005 0.182 -0.448
C -2.965 0.937 6.879 0.082 -0.001 -0.086 -0.534
C -1.693 0.933 6.245 -0.119 0.003 0.166 -0.517
C -1.778 0.910 4.882 0.486 -0.012 -0.205 0.325
C -0.669 0.891 3.903 -0.505 0.042 0.094 1.007
C -0.943 0.921 2.518 0.165 0.089 -0.004 -1.392
N -0.009 0.887 1.600 -0.126 -0.294 -0.041 1.275
C 1.278 0.850 1.974 0.373 0.021 -0.407 -1.152
C 1.666 0.822 3.314 -0.099 0.065 0.413 1.133
C 3.063 0.787 3.663 -0.067 -0.007 -0.030 -1.049
C 4.012 0.790 2.707 -0.032 0.002 -0.071 -1.161
C 3.653 0.822 1.314 0.324 0.019 -0.077 0.718
C 4.615 0.840 0.289 -0.018 -0.024 0.332 -0.677
C 4.224 0.865 -1.026 0.123 -0.001 -0.511 1.154
C 2.838 0.856 -1.288 -0.079 -0.090 0.096 -1.453
N 1.926 0.841 -0.349 -0.085 -0.010 -0.062 0.698
C 2.307 0.838 0.936 -0.340 -0.024 0.403 -0.188
C 5.199 0.894 -2.138 -0.188 -0.023 0.476 0.349
C 6.563 0.869 -2.058 0.141 -0.007 -0.111 -0.456
C 7.194 0.922 -3.329 -0.094 0.007 0.074 -0.546
C 6.289 0.988 -4.346 0.189 -0.015 -0.060 -0.414
S 4.688 0.982 -3.771 -0.186 0.031 -0.159 -0.074
C 0.647 0.834 4.286 0.360 -0.014 -0.035 -0.857
H -5.045 0.921 6.173 0.015 -0.001 -0.004 0.424
H -3.110 0.959 7.949 -0.002 0.004 -0.002 0.374
H -0.757 0.955 6.784 -0.011 0.001 0.000 0.368
H -1.959 1.008 2.147 -0.005 -0.035 0.035 0.041
H 3.334 0.770 4.712 -0.012 -0.004 0.001 0.417
H 5.064 0.775 2.971 0.002 -0.002 -0.015 0.430
H 5.664 0.835 0.560 -0.006 0.006 -0.008 0.294
H 2.451 0.843 -2.304 0.039 0.029 -0.011 0.335
H 7.103 0.813 -1.124 0.005 0.003 -0.012 0.357
H 8.264 0.914 -3.477 -0.001 0.001 -0.003 0.374
H 6.484 1.041 -5.405 -0.007 -0.005 0.015 0.422
H 0.925 0.804 5.333 -0.014 -0.003 -0.006 0.327
F 0.511 2.148 -6.258 -0.021 -0.008 0.039 -0.369
C -0.428 1.900 -5.293 0.056 0.040 -0.107 0.499
C -0.114 2.106 -3.969 -0.020 0.101 0.090 -0.170
C -1.045 1.852 -2.950 0.147 -0.608 0.059 -1.372
C -2.323 1.417 -3.360 -0.132 0.017 0.126 1.230
C -2.578 1.203 -4.709 -0.052 0.002 -0.121 0.367
F -3.782 0.696 -5.130 0.023 0.016 0.035 -0.377
C -1.655 1.429 -5.711 0.005 0.008 0.086 -0.868
C -3.388 1.157 -2.343 0.011 -0.007 -0.086 0.326
C -4.745 1.388 -2.606 0.073 0.034 -0.052 -0.862
C -5.691 1.098 -1.644 -0.019 -0.007 0.021 -0.515
C -5.280 0.578 -0.424 0.002 0.023 -0.007 -1.083
C -3.921 0.415 -0.231 -0.032 0.151 0.017 -0.374
N -3.005 0.706 -1.148 0.151 -0.401 0.052 0.672
H 0.883 2.475 -3.741 -0.001 -0.042 0.004 0.482
H -1.884 1.237 -6.749 -0.005 0.005 0.003 0.474
H -5.038 1.799 -3.561 -0.035 -0.006 0.015 0.513
H -6.740 1.278 -1.845 0.001 -0.005 0.012 0.386
H -5.983 0.322 0.358 -0.005 0.011 -0.007 0.437
H -3.544 0.033 0.716 -0.007 -0.021 -0.024 0.458
Cl -2.235 3.824 1.294 0.220 0.031 -0.116 -0.352
C -0.595 3.708 0.349 -0.024 -0.494 0.381 -0.890
H 0.123 3.915 1.154 0.002 0.092 -0.058 0.258
H -0.608 4.575 -0.315 -0.155 0.046 0.051 0.371
O -0.438 -1.389 -2.309 0.014 -0.020 0.346 -0.769
S -0.423 -1.351 -0.817 -0.022 -0.006 -1.003 1.501
C 0.968 -2.410 -0.372 -0.134 -0.048 0.335 0.205
C 1.617 -3.119 -1.368 0.049 0.014 0.034 -0.531
C 2.737 -3.871 -1.037 -0.003 -0.001 -0.037 -0.650
C 3.201 -3.903 0.272 0.002 0.014 0.019 -0.542
C 2.551 -3.175 1.261 -0.020 0.006 -0.047 -0.780
C 1.433 -2.420 0.936 0.034 -0.042 0.007 -0.121
C -1.775 -2.429 -0.318 0.100 -0.081 0.188 -0.124
C -2.615 -2.909 -1.305 -0.051 -0.031 0.079 -0.266
C -3.723 -3.662 -0.933 0.015 0.020 -0.060 -0.703
C -3.982 -3.918 0.405 0.005 0.010 0.035 -0.500
C -3.139 -3.413 1.389 -0.009 0.003 -0.030 -0.802
C -2.035 -2.656 1.028 -0.031 0.013 -0.003 -0.046
H 1.244 -3.045 -2.382 -0.008 -0.011 0.006 0.533
H 3.255 -4.429 -1.806 -0.003 0.008 0.001 0.408
H 4.081 -4.484 0.519 -0.005 -0.003 -0.005 0.386
H 2.921 -3.182 2.279 -0.001 0.004 -0.006 0.437
H 0.940 -1.822 1.695 -0.001 -0.021 -0.007 0.157
H -2.396 -2.666 -2.337 0.006 -0.010 -0.003 0.512
H -4.394 -4.040 -1.695 0.002 0.007 0.002 0.414
H -4.852 -4.499 0.687 0.003 0.001 -0.005 0.384
H -3.349 -3.597 2.435 0.001 0.004 -0.004 0.429
H -1.390 -2.235 1.791 -0.005 -0.006 -0.016 0.262